The molecule C3H2F2OS at a distorted geometry, computed with ωB97M-V with the def2-TZVPD basis set.

Values from the calculation:
**Gap between HOMO and LUMO**: 9.190 eV
**Energy relative to the best compared isomer or geometry (same formula, charge and spin)**: 34.3 kcal per mole
**Molar mass**: 124.11 g/mol

Structure (XYZ):
```
9
C3H2F2OS | OMol25 | ωB97M-V with the def2-TZVPD basis set
F -1.548 -1.095 0.226
C -0.484 -1.301 0.969
F -0.790 -2.001 2.090
C 0.725 -0.974 0.566
O 0.952 -0.148 -0.483
C 0.420 1.067 -0.448
S 0.503 2.282 -1.555
H 1.604 -1.441 0.961
H -0.194 1.226 0.411
```